Formula: C8H6AsCl3MoO2S4
Source: the Open Molecules 2025 dataset
Level of theory: ωB97M-V with the def2-TZVPD basis set

Element x y z (Å)
Mo (-2.403937, -0.453563, -0.137739)
S (-2.448898, -0.756143, 2.268499)
As (-4.307870, 0.254352, 1.720748)
S (-4.601517, -1.130747, -0.086721)
S (-3.266695, 1.730190, 0.426729)
S (-5.852258, 0.721841, 2.958783)
Cl (-2.717499, 2.084664, -4.462773)
C (-1.889321, 1.426146, -3.071521)
Cl (-2.393106, -0.285474, -2.787537)
H (-2.153244, 1.979600, -2.178296)
H (-0.821396, 1.404975, -3.245199)
Cl (5.755700, -0.599116, 1.710185)
C (4.111153, -0.549904, 1.175653)
C (3.302524, -1.659559, 1.374375)
C (1.990051, -1.619470, 0.941556)
C (1.498705, -0.472715, 0.325063)
C (2.318638, 0.636889, 0.139588)
C (3.634230, 0.600392, 0.561451)
C (0.098954, -0.424881, -0.117722)
O (-0.471627, 0.634993, -0.487454)
O (-0.626475, -1.489471, -0.069681)
H (3.701568, -2.536726, 1.862999)
H (1.337705, -2.469682, 1.082949)
H (1.915569, 1.524645, -0.328286)
H (4.289045, 1.448765, 0.424351)

Force components x, y, z for each atom (eV/Å):
-0.2477 0.1803 0.2467
0.0342 0.0141 -0.1489
-0.0986 0.0283 0.0990
0.1332 -0.0333 -0.0827
0.0715 -0.1136 -0.0840
-0.0116 0.0023 -0.0192
0.0086 0.0071 -0.0042
0.0284 -0.0180 0.0159
-0.0416 -0.0059 -0.0519
-0.0132 0.0068 -0.0140
-0.0039 0.0178 0.0156
0.0181 0.0018 0.0059
-0.0041 0.0119 -0.0057
0.0032 0.0004 0.0016
0.0100 0.0083 -0.0411
0.0393 0.0232 -0.1300
-0.0202 -0.0053 0.0341
-0.0030 -0.0194 0.0043
0.1707 -0.0183 0.0301
-0.0143 -0.0038 0.0373
-0.0523 -0.0812 0.0899
0.0054 -0.0015 -0.0021
-0.0067 -0.0053 0.0024
-0.0078 -0.0004 -0.0027
0.0024 0.0037 0.0038

Output
ΔE to the lowest compared entry with this formula, charge and spin: 0.0 kcal/mol
Spin multiplicity: 3
Frontier orbital gap (spin up / spin down): 6.93 / 7.22 eV

natural (NBO) atomic charge list, values in e, 5 entries:
1 Mo 0.72
2 S -0.34
3 As 0.96
4 S -0.25
5 S -0.37